This record from the OMol25 dataset describes a 4-piece molecular cluster, C29H65FIN5O11P overall. The level of theory is ωB97M-V/def2-TZVPD.

Structure (XYZ):
```
113
Properties=species:S:1:pos:R:3:forces:R:3
C -1.600 -1.292 -4.345 0.16 0.62 -0.26
C -1.977 0.135 -3.966 1.91 -1.29 -2.62
O -2.687 0.295 -3.077 -2.73 0.95 3.70
N -1.515 1.313 -4.692 0.17 0.05 -0.73
C -1.961 1.485 -6.068 0.28 -0.44 -0.65
N -0.254 1.778 -4.351 -0.05 1.53 0.75
C -0.221 2.849 -3.301 -0.79 -0.33 0.60
C 0.150 2.241 -1.954 0.66 0.23 0.06
C -0.124 3.164 -0.750 0.60 -0.98 -0.34
C 0.946 2.939 0.323 -0.17 0.26 0.39
O 0.356 3.078 1.613 0.18 -0.18 0.00
C 0.859 1.347 -4.863 -0.36 -0.24 -0.63
N 2.059 1.913 -4.483 -0.14 -0.12 0.60
C 3.129 0.966 -4.290 1.81 1.14 -1.87
F 3.045 0.322 -3.105 -0.74 -0.36 0.56
C 3.275 -0.018 -5.464 -0.67 -0.65 1.84
P 4.559 -1.284 -4.954 1.19 -0.84 -1.51
N 5.077 -2.141 -6.158 -0.19 0.27 0.41
C 1.899 -0.652 -5.609 1.24 -0.52 -1.15
I 1.834 -2.038 -7.262 -0.28 0.29 0.27
N 0.853 0.370 -5.779 -0.04 -1.39 0.60
H -0.817 -1.609 -3.659 0.28 -0.09 -0.11
H -2.461 -1.900 -4.107 -0.17 -0.20 -0.09
H -1.314 -1.436 -5.385 0.04 -0.16 -0.01
H -1.489 2.348 -6.524 0.08 0.26 0.19
H -1.711 0.636 -6.715 -0.04 -0.07 -0.03
H -3.035 1.622 -6.133 -0.10 0.06 0.35
H -1.237 3.217 -3.217 -0.23 -0.06 -0.33
H 0.387 3.695 -3.597 0.36 -0.10 -0.08
H 1.208 1.986 -1.959 0.17 0.01 -0.13
H -0.365 1.291 -1.816 -0.25 -0.05 -0.05
H -1.064 2.858 -0.302 -0.30 0.50 -0.05
H -0.107 4.200 -1.076 -0.37 0.17 0.17
H 1.419 1.960 0.239 -0.09 -0.09 -0.15
H 1.744 3.674 0.218 0.12 0.08 0.00
H 0.541 2.274 2.113 -0.02 0.21 0.06
H 2.332 2.693 -5.069 -0.04 0.18 0.25
H 4.048 1.549 -4.272 0.03 0.26 0.21
H 3.620 0.484 -6.362 0.07 0.06 -0.11
H 3.972 -2.036 -3.910 -0.27 0.48 0.00
H 5.638 -0.574 -4.380 -0.65 0.37 0.48
H 6.075 -2.000 -6.271 -0.02 -0.20 -0.24
H 1.745 -1.261 -4.721 -0.49 -0.01 0.07
H -0.031 -0.127 -5.822 -0.08 0.34 -0.31
C 0.968 -0.949 0.161 -0.07 -0.13 0.15
O 0.116 -2.024 0.463 0.14 -0.09 -0.19
C -1.038 -2.029 -0.357 0.00 -0.02 0.56
C -1.774 -3.348 -0.246 -0.11 -0.06 -0.23
O -1.225 -4.371 -1.066 0.11 0.16 0.01
C -0.019 -4.967 -0.596 -0.10 -0.20 -0.18
C -0.235 -5.926 0.553 0.24 0.22 0.31
O -0.320 -5.213 1.775 -0.17 0.07 -0.05
C -0.808 -6.020 2.826 0.07 0.08 -0.02
H 0.448 0.009 0.288 0.02 0.02 -0.08
H 1.814 -0.986 0.846 -0.02 -0.01 0.01
H 1.348 -1.031 -0.868 -0.02 0.13 -0.04
H -0.752 -1.856 -1.403 -0.05 0.02 -0.08
H -1.699 -1.216 -0.021 -0.06 0.04 -0.19
H -2.788 -3.192 -0.623 0.02 -0.01 -0.05
H -1.856 -3.672 0.792 0.15 0.12 0.06
H 0.727 -4.210 -0.347 -0.04 0.00 0.19
H 0.364 -5.540 -1.443 -0.07 0.00 -0.02
H 0.616 -6.618 0.616 -0.07 -0.12 -0.12
H -1.156 -6.499 0.386 0.03 -0.05 -0.08
H -1.832 -6.348 2.619 0.02 -0.10 0.01
H -0.811 -5.421 3.734 0.03 0.03 -0.04
H -0.164 -6.893 2.980 -0.06 -0.05 0.01
C -5.097 -0.275 -0.300 -0.18 0.04 0.08
O -5.804 -0.796 0.800 0.23 0.08 0.04
C -5.496 -2.169 0.981 -0.36 0.18 -0.02
C -5.983 -2.666 2.325 0.17 -0.13 0.07
O -5.099 -2.356 3.394 -0.04 0.08 -0.10
C -5.115 -1.008 3.851 0.11 -0.15 0.18
C -6.327 -0.674 4.694 -0.14 0.30 -0.27
O -7.435 -0.365 3.864 -0.03 -0.18 -0.05
C -8.644 -0.333 4.590 0.07 0.04 -0.09
H -5.354 -0.822 -1.215 0.13 0.02 -0.07
H -5.372 0.771 -0.425 -0.06 -0.02 0.05
H -4.015 -0.333 -0.125 0.02 -0.04 -0.12
H -4.410 -2.310 0.906 -0.01 -0.13 0.05
H -5.992 -2.736 0.181 0.13 -0.14 0.00
H -6.011 -3.757 2.286 0.05 0.01 0.01
H -6.996 -2.319 2.534 0.01 0.15 -0.11
H -5.002 -0.307 3.022 -0.18 0.04 -0.01
H -4.232 -0.913 4.486 -0.01 -0.06 0.00
H -6.107 0.206 5.314 0.07 -0.10 0.13
H -6.569 -1.523 5.344 0.08 0.00 0.05
H -8.871 -1.320 5.009 -0.01 0.04 0.10
H -9.441 -0.056 3.903 0.04 0.02 -0.03
H -8.598 0.409 5.395 -0.04 -0.05 0.06
C 6.722 5.878 3.526 -0.06 -0.07 0.09
O 5.736 4.938 3.891 0.11 -0.13 -0.12
C 4.615 4.980 3.027 0.07 0.04 0.45
C 3.739 3.764 3.240 -0.12 -0.03 -0.29
O 4.204 2.610 2.541 0.01 0.02 0.08
C 5.332 1.950 3.107 -0.11 -0.17 -0.17
C 4.997 1.131 4.335 0.26 0.24 0.26
O 4.953 1.960 5.483 -0.19 0.07 -0.05
C 4.367 1.303 6.586 0.09 0.08 -0.03
H 6.318 6.896 3.540 0.04 0.03 -0.07
H 7.533 5.811 4.248 -0.04 -0.02 0.03
H 7.122 5.652 2.530 -0.02 0.10 -0.04
H 4.947 5.016 1.981 -0.08 0.01 -0.04
H 4.039 5.887 3.258 -0.07 0.02 -0.18
H 2.756 3.974 2.811 0.02 0.01 -0.02
H 3.597 3.553 4.300 0.18 0.08 0.05
H 6.142 2.654 3.307 -0.05 0.02 0.18
H 5.678 1.262 2.332 -0.05 0.01 -0.01
H 5.776 0.372 4.489 -0.09 -0.12 -0.11
H 4.029 0.633 4.193 0.02 -0.06 -0.07
H 3.320 1.054 6.378 0.01 -0.11 0.02
H 4.401 1.982 7.436 0.04 0.02 -0.03
H 4.921 0.393 6.839 -0.07 -0.05 0.01
```
Positions in Å, forces in eV/Å.

Summary:
Orbital gap (eV): 7.1
E_tot (eV): -81192.6624
Charge: +1